Entry 1:
Here is a structure of composition C7H13ClInN2OS at a distorted geometry from the OMol25 dataset. Energies are from ωB97M-V/def2-TZVPD.

CARTESIAN COORDINATES (ANGSTROEM)
1 C -1.662968 -2.740477 -0.810774
2 C -1.662144 -2.206127 0.606965
3 Cl -3.424082 -2.292992 1.142053
4 C -1.198357 -0.752167 0.643881
5 In 0.808253 -0.450710 1.590012
6 C 1.302403 1.751449 1.392411
7 C 0.105011 2.611105 0.976930
8 S 0.271759 3.380473 -0.690207
9 C 1.042781 2.067045 -1.538397
10 N 2.263867 2.080653 -1.880859
11 N 2.495501 0.866529 -2.527810
12 C 1.414127 0.239003 -2.504353
13 O 0.413008 0.950102 -1.905524
14 H -2.201752 -2.019059 -1.414216
15 H -2.178681 -3.689956 -0.897388
16 H -0.649941 -2.780847 -1.198282
17 H -1.083878 -2.851251 1.252431
18 H -1.128775 -0.400498 -0.382449
19 H -1.940527 -0.130515 1.119561
20 H 2.101061 -1.427208 0.827232
21 H 0.804811 -0.869299 3.331881
22 H 2.173984 1.912955 0.770962
23 H 1.592341 2.062967 2.391525
24 H -0.074118 3.416238 1.676574
25 H -0.787292 2.006287 0.906353
26 H 1.203609 -0.733699 -2.878513

Atoms 1-3, force components in eV/Å:
-0.13 0.26 0.00
-0.12 0.80 -0.61
0.04 -0.29 0.30

Summary:
- E_HOMO: -0.179 Ha
- Total charge: -1
- Total energy: -1507.73112 Ha
- Lowest unoccupied orbital energy: 2.90 eV
- Multiplicity: 1

Entry 2:
Here is a structure of composition C63H74BN9O4RbS4Sb2 at a distorted geometry from the OMol25 dataset. Energies are from ωB97M-V/def2-TZVPD.

CARTESIAN COORDINATES (ANGSTROEM)
1 Rb -1.458959 1.139191 -0.405284
2 C 2.135048 3.760290 -3.392405
3 C 2.834520 3.147944 -2.225077
4 C 3.899643 3.732879 -1.634565
5 C 4.495655 3.140130 -0.488574
6 N 4.050102 2.025863 -0.009934
7 N 2.993998 1.429942 -0.591643
8 B 2.490309 0.243437 0.237788
9 N 2.422917 -1.094301 -0.536479
10 N 2.959286 -0.971844 -1.766887
11 C 2.948075 -1.972213 -2.584766
12 C 2.364234 -3.208383 -2.201254
13 C 1.905677 -3.378892 -0.939405
14 C 1.320153 -4.679891 -0.492500
15 C 1.985541 -2.272289 -0.014131
16 S 1.562517 -2.457291 1.604222
17 C 3.597221 -1.716581 -3.942642
18 C 2.924339 -0.512505 -4.608082
19 C 5.081692 -1.408152 -3.706403
20 C 3.472813 -2.933865 -4.858330
21 N 3.310874 0.050444 1.554879
22 N 4.466373 -0.515673 1.810823
23 C 4.790629 -0.608324 3.079375
24 C 3.950103 -0.082920 4.097118
25 C 2.742537 0.488458 3.808066
26 C 1.787918 1.066823 4.797155
27 C 2.419063 0.481057 2.438213
28 S 1.068554 0.939836 1.502287
29 C 6.103681 -1.334426 3.355956
30 C 5.932069 -2.792310 2.906726
31 C 7.225924 -0.678422 2.544929
32 C 6.472742 -1.305816 4.838964
33 C 2.323930 1.920785 -1.664370
34 S 0.976272 1.155870 -2.293269
35 C 5.673681 3.786763 0.222226
36 C 6.010903 3.030041 1.505852
37 C 6.886459 3.758893 -0.717575
38 C 5.316705 5.236292 0.574793
39 H 2.686673 4.625847 -3.759075
40 H 1.131142 4.068092 -3.092440
41 H 2.011585 3.030435 -4.193338
42 H 4.284019 4.668197 -2.022308
43 H 2.294871 -4.023938 -2.907736
44 H 1.448142 -5.436398 -1.266236
45 H 0.255816 -4.566137 -0.275386
46 H 1.790703 -5.011106 0.433104
47 H 3.008102 0.369645 -3.974530
48 H 1.859742 -0.690555 -4.774362
49 H 3.404136 -0.308529 -5.568872
50 H 5.187737 -0.521787 -3.080191
51 H 5.582753 -1.228515 -4.660398
52 H 5.581826 -2.241370 -3.205827
53 H 2.427648 -3.180517 -5.055737
54 H 3.968080 -3.813087 -4.438897
55 H 3.946985 -2.710032 -5.815294
56 H 4.270652 -0.134044 5.128524
57 H 2.238038 1.148760 5.785451
58 H 0.894025 0.442952 4.864585
59 H 1.459848 2.054231 4.465125
60 H 5.700769 -2.837396 1.842594
61 H 5.112912 -3.272108 3.446178
62 H 6.850563 -3.352620 3.095105
63 H 6.957327 -0.628292 1.490446
64 H 8.145021 -1.259473 2.646391
65 H 7.419828 0.336912 2.898040
66 H 5.726869 -1.815054 5.452195
67 H 6.589583 -0.284089 5.206632
68 H 7.423696 -1.821908 4.980724
69 H 6.249304 1.986574 1.299527
70 H 5.168171 3.046846 2.198681
71 H 6.870473 3.503095 1.986738
72 H 7.156231 2.730071 -0.964352
73 H 7.744989 4.235958 -0.239275
74 H 6.680936 4.289057 -1.649823
75 H 4.412856 5.273285 1.185198
76 H 5.148645 5.843753 -0.315639
77 H 6.135013 5.691310 1.137397
78 O -3.862799 2.816669 -2.826211
79 C -3.662884 2.683832 -1.599488
80 O -3.796849 1.635416 -0.924024
81 C -3.085904 3.913274 -0.906088
82 C -3.554895 5.200423 -1.133549
83 C -2.843437 6.254533 -0.582012
84 C -1.660803 6.002264 0.100283
85 C -1.243751 4.687166 0.241051
86 N -1.982329 3.670424 -0.206694
87 C 0.149750 4.313160 0.758436
88 O 0.647035 5.025679 1.644079
89 O 0.639101 3.325635 0.153901
90 H -4.432119 5.355966 -1.746241
91 H -3.185578 7.273805 -0.721139
92 H -1.047120 6.795493 0.504253
93 C -4.608182 -0.538645 1.326895
94 C -5.671876 -0.371040 0.236111
95 C -5.585750 -1.435899 -0.863319
96 Sb -3.583567 -1.600559 -1.713677
97 C -3.103050 -3.279755 -0.421351
98 C -3.952154 -4.382735 -0.312187
99 C -3.705673 -5.386172 0.611794
100 C -2.598657 -5.305328 1.449680
101 C -1.733031 -4.229525 1.339685
102 C -1.985349 -3.228711 0.405535
103 C -4.204328 -2.940365 -3.286101
104 C -5.384041 -2.733873 -3.998340
105 C -5.738709 -3.563146 -5.057092
106 C -4.910519 -4.615300 -5.419620
107 C -3.730092 -4.830181 -4.720722
108 C -3.380547 -3.997591 -3.667670
109 Sb -3.990172 1.316338 2.237359
110 C -2.910135 0.242131 3.779402
111 C -2.008576 -0.751164 3.394421
112 C -1.286197 -1.474216 4.334565
113 C -1.445869 -1.202006 5.686298
114 C -2.321361 -0.200365 6.086316
115 C -3.046541 0.513726 5.140270
116 C -5.813838 1.504149 3.379718
117 C -6.323591 0.455366 4.144472
118 C -7.530771 0.585660 4.815630
119 C -8.251139 1.771152 4.730341
120 C -7.756140 2.823181 3.975423
121 C -6.544057 2.687737 3.306828
122 H -3.690522 -0.971385 0.919174
123 H -4.926863 -1.218056 2.119284
124 H -5.568236 0.605508 -0.233544
125 H -6.662544 -0.397357 0.702330
126 H -6.283722 -1.201482 -1.669442
127 H -5.833005 -2.428557 -0.482839
128 H -4.814326 -4.466580 -0.965266
129 H -4.378551 -6.232917 0.681681
130 H -2.410828 -6.083726 2.179137
131 H -0.848976 -4.164723 1.960206
132 H -1.278652 -2.406298 0.326165
133 H -6.041470 -1.913475 -3.730698
134 H -6.661485 -3.386090 -5.596854
135 H -5.181462 -5.262121 -6.244880
136 H -3.073065 -5.643258 -5.004475
137 H -2.448602 -4.169086 -3.141639
138 H -1.861131 -0.989436 2.345221
139 H -0.598001 -2.243565 4.003122
140 H -0.888505 -1.765156 6.425258
141 H -2.445256 0.021463 7.139692
142 H -3.736560 1.281813 5.472062
143 H -5.769058 -0.473294 4.226048
144 H -7.912138 -0.239242 5.405497
145 H -9.194549 1.872412 5.252438
146 H -8.311709 3.750329 3.905869
147 H -6.165252 3.517971 2.720394
148 C -4.424328 0.661904 -5.161911
149 N -3.384546 -0.320536 -4.907751
150 C -2.102210 -0.032231 -4.619539
151 N -1.806271 1.243536 -4.308223
152 S -0.931057 -1.252900 -4.656144
153 H -5.345899 0.123745 -5.377964
154 H -4.174080 1.290610 -6.021865
155 H -4.582627 1.297518 -4.291038
156 H -3.519118 -1.265069 -5.231572
157 H -2.522476 1.870465 -3.938625
158 H -0.865331 1.383758 -3.965242

Atoms 1-3, force components in eV/Å:
1.54 -1.28 0.41
0.01 -0.02 0.02
-0.06 0.04 -0.04

Summary:
- E_HOMO: -0.196 Ha
- Energy relative to the best compared isomer or geometry (same formula, charge and spin): 3.52 kcal per mole
- Total charge: -1
- Total energy: -5361.24458 Ha
- Lowest unoccupied orbital energy: 1.81 eV
- Multiplicity: 1

Entry 3:
Here is a structure of composition C27H37BrClF8N2O13S at a distorted geometry from the OMol25 dataset. Energies are from ωB97M-V/def2-TZVPD.

CARTESIAN COORDINATES (ANGSTROEM)
1 C 4.896426 -1.532929 0.283544
2 C 3.832489 -1.226065 -0.090512
3 C 2.495258 -0.948066 -0.620756
4 C 2.669807 0.064924 -1.790095
5 O 2.644421 -0.644451 -2.990705
6 C 2.627591 0.235982 -4.114866
7 O 3.209249 -0.352563 -5.201864
8 C 4.540040 -0.837215 -4.990545
9 C 5.519731 0.189869 -4.453960
10 O 6.732525 0.060665 -5.190772
11 N 1.925138 -2.211466 -0.955625
12 C 0.486176 -2.328686 -1.220683
13 C 0.305219 -2.683107 -2.718428
14 C -0.069790 -3.422786 -0.265415
15 C -0.079189 -4.872249 -0.743064
16 O -0.760314 -5.623542 0.245494
17 C 1.328076 -5.463884 -0.891562
18 F 2.106077 -5.139284 0.164810
19 F 1.257195 -6.814842 -0.938078
20 F 1.947148 -5.062693 -2.022692
21 C -0.207997 -0.975366 -1.033570
22 S -2.036115 -0.950378 -1.131432
23 O -2.379908 0.214103 -1.875277
24 O -2.478608 -1.021088 0.229542
25 C -2.848456 -2.312694 -2.101169
26 F -2.550877 -2.142306 -3.400602
27 F -2.542528 -3.546532 -1.693139
28 C -4.422161 -2.145155 -1.965362
29 F -4.843129 -1.025165 -2.539072
30 F -4.914436 -3.201190 -2.649619
31 F -4.812847 -2.234162 -0.696533
32 N 0.177947 -0.221930 0.222316
33 C -0.425328 1.145601 0.318061
34 C -0.598751 1.533485 1.781253
35 C -0.122036 2.899965 2.122489
36 O -1.564287 2.430522 2.014200
37 C 1.653900 -0.324229 0.549362
38 Cl 1.752844 -1.365342 1.989708
39 Br 2.504228 1.350172 1.030351
40 H 5.698392 -1.985472 0.811333
41 H 1.852237 0.801286 -1.772396
42 H 3.579374 0.640001 -1.656088
43 H 1.594531 0.454516 -4.379600
44 H 3.102183 1.185978 -3.857198
45 H 4.901472 -1.136337 -5.964358
46 H 4.492034 -1.732590 -4.380387
47 H 5.159243 1.206414 -4.580346
48 H 5.724235 -0.011934 -3.404557
49 H 7.464423 0.022954 -4.576484
50 H 2.489365 -2.799248 -1.544357
51 H 0.090731 -1.799838 -3.310418
52 H -0.509490 -3.368208 -2.903468
53 H 1.202088 -3.112107 -3.134028
54 H -1.084815 -3.192303 0.042705
55 H 0.506862 -3.428427 0.649546
56 H -0.630101 -5.051204 -1.654333
57 H -0.168042 -5.814021 0.978027
58 H 0.138631 -0.355826 -1.850647
59 H -0.291048 -0.757601 0.965578
60 H 0.128911 1.923637 -0.184074
61 H -1.449495 1.182549 -0.034487
62 H -0.426756 0.757462 2.519310
63 H -0.090281 3.548061 1.261135
64 H -0.133444 3.275812 3.127530
65 C 0.421808 -0.357151 5.536004
66 C 0.612472 0.983350 6.190571
67 C -0.403167 1.357632 7.245606
68 O -0.403769 2.792452 7.158444
69 C -0.048753 3.127381 5.899163
70 O -0.130611 4.209875 5.426798
71 O 0.408565 2.035528 5.229640
72 H 1.078445 -0.437473 4.669256
73 H 0.640559 -1.173494 6.222827
74 H -0.604545 -0.466620 5.179316
75 H 1.629034 1.080385 6.581125
76 H -0.131618 1.033234 8.246145
77 H -1.407581 1.001252 7.006705
78 C -6.334483 4.659719 0.994212
79 C -4.839340 4.829273 0.921959
80 C -4.358794 6.065999 0.198647
81 O -3.067903 5.646508 -0.278146
82 C -3.105950 4.307303 -0.424689
83 O -2.259033 3.659729 -0.953772
84 O -4.228300 3.794931 0.119123
85 H -6.587803 3.666596 1.362187
86 H -6.768738 5.400967 1.663693
87 H -6.787402 4.767232 0.008032
88 H -4.401038 4.767450 1.921734
89 H -4.262366 6.937072 0.840426
90 H -4.979560 6.315195 -0.663958

Atoms 1-3, force components in eV/Å:
2.52 -1.22 1.45
-2.73 0.74 -1.15
0.53 0.06 0.18

Summary:
- E_HOMO: -0.451 Ha
- Total charge: +1
- Total energy: -6369.54161 Ha
- Lowest unoccupied orbital energy: -3.22 eV
- Multiplicity: 1

Entry 4:
Here is the molecule C6H12O from the OMol25 dataset. Energies are from ωB97M-V/def2-TZVPD.

CARTESIAN COORDINATES (ANGSTROEM)
1 C 2.344880 0.004011 -0.082507
2 C 0.975481 -0.443454 0.406257
3 O 1.044848 -1.006807 1.711226
4 C -0.013139 0.699742 0.629773
5 C -0.782699 1.156216 -1.005497
6 C -1.404041 0.435815 0.189505
7 C -1.961776 -0.959103 -0.049269
8 H 2.309125 0.319784 -1.131752
9 H 3.056963 -0.822738 0.001913
10 H 2.709015 0.845244 0.517125
11 H 0.628278 -1.273382 -0.223783
12 H 1.174683 -0.258060 2.313667
13 H 0.210125 1.583070 -0.538683
14 H -0.546470 0.516473 -1.853405
15 H -1.268632 2.093349 -1.273872
16 H -2.136200 1.063953 0.702626
17 H -1.392717 -1.521415 -0.794759
18 H -2.996689 -0.899591 -0.400918
19 H -1.951040 -1.533114 0.882360

Atoms 1-3, force components in eV/Å:
0.04 0.06 -0.03
0.05 0.04 -0.26
0.05 0.05 0.21

Summary:
- E_HOMO: -0.301 Ha
- Energy relative to the best compared isomer or geometry (same formula, charge and spin): 93.62 kcal per mole
- Total energy: -310.91007 Ha
- Lowest unoccupied orbital energy: 0.99 eV
- Multiplicity: 1